2 unconnected molecules or ions with the total composition C4H9BrSi. Source: the Open Molecules 2025 dataset; level of theory: the ωB97M-V functional and the def2-TZVPD basis.

For the LUMO energy, the calculation gives -1.88 eV.

Last column: natural (NBO) charge in e.
Atoms and positions in Å:
C  -0.5424  2.5174  -0.3041  -0.2195
C  -0.1765  1.4005  0.4813  -0.7827
C  -0.4350  -0.8681  -1.7955  -1.2398
C  0.0097  -1.4745  1.4672  -1.2039
Si  -0.0962  -0.3744  -0.0472  1.8960
Br  3.6416  -0.8902  0.7451  -0.8375
H  -0.4900  3.4134  0.2104  0.2001
H  -1.0463  2.4468  -1.2102  0.1884
H  0.1924  1.7313  1.4566  0.2592
H  -1.0946  -0.0288  -2.2713  0.2748
H  0.6658  -1.0026  -2.1979  0.3178
H  -0.8113  -1.8792  -1.9681  0.2851
H  -0.7184  -1.0570  2.2351  0.2582
H  -0.1668  -2.5048  1.3703  0.2611
H  1.0679  -1.4297  1.8283  0.3425



2 unconnected molecules or ions with the total composition CH2F2IP. Source: the Open Molecules 2025 dataset; level of theory: the ωB97M-V functional and the def2-TZVPD basis.

For the LUMO energy (alpha / beta), the calculation gives -0.94 / -1.31 eV.

Last column: natural (NBO) charge in e.
Atoms and positions in Å:
C  2.4806  -2.7784  -1.9154  0.5797
F  2.7264  -1.9360  -2.8830  -0.3209
F  2.9910  -2.3209  -0.8218  -0.3151
P  -0.0656  0.6612  0.3777  0.1314
I  0.4447  -3.5001  -1.7630  0.0590
H  -0.2536  1.7579  -0.2989  -0.0844
H  0.9668  0.0251  -0.5551  -0.0496



A molecular structure, C2H5NO. Source: the Open Molecules 2025 dataset; level of theory: the ωB97M-V functional and the def2-TZVPD basis.

For the LUMO energy, the calculation gives 0.67 eV.

Last column: natural (NBO) charge in e.
Atoms and positions in Å:
C  0.0395  0.9720  -0.5833  -0.6743
C  -0.3755  -0.2665  0.1759  0.5145
N  -0.2236  -1.3926  -0.3507  -0.6935
O  -0.1838  -0.0753  1.6036  -0.6988
H  0.1399  0.6754  -1.6238  0.2349
H  1.0200  1.2244  -0.1859  0.2343
H  -0.6273  1.8152  -0.4315  0.2316
H  -0.2618  -2.2317  0.2212  0.3589
H  0.4727  -0.7209  1.1744  0.4924



2 unconnected molecules or ions with the total composition C2H5NOS. Source: the Open Molecules 2025 dataset; level of theory: the ωB97M-V functional and the def2-TZVPD basis.

For the LUMO energy (alpha / beta), the calculation gives -2.63 / -2.63 eV.

Last column: natural (NBO) charge in e.
Atoms and positions in Å:
C  -0.3966  0.4704  -0.7992  -0.2548
C  -0.5625  0.5427  0.7076  -0.2703
N  0.4521  1.2549  -0.0065  -0.4870
O  1.8615  -1.6062  0.0644  -0.9475
S  2.0150  1.3282  0.0045  0.5343
H  0.2731  -0.4471  -1.2343  0.2848
H  -1.1170  1.0544  -1.4018  0.2224
H  -1.4532  0.9589  1.1077  0.2327
H  -0.1423  -0.4459  0.9962  0.2676
H  2.4546  -1.1940  0.7605  0.4178



It is found that the maximum force values, taken in the order of the records, are 5.7; 4.0; 4.2; 3.3 eV/Å.
It is found that the energy above the lowest of the compared OMol25 structures with the same formula, charge and spin values, taken in the order of the records, are 46.2; 70.6; 63.3; 150.9 kcal per mole.
It is found that the calculated total energy values, taken in the order of the records, are -82211.6346; -23889.5727; -5690.4850; -16521.8367 eV.